95
Properties=species:S:1:pos:R:3 method="wB97M-V/def2-TZVPD" charge=0 e_lumo_ev=0.16 homo_energy_ev=-8.58
O -4.1181 5.1667 -5.4205
C -3.8676 3.8370 -5.8882
C -3.7664 2.9295 -4.5983
P -2.0511 3.2159 -3.9134
H -3.3117 5.4597 -4.9918
H -4.7076 3.4954 -6.5076
H -2.8997 3.8442 -6.4251
H -3.9970 1.8715 -4.8368
H -4.5449 3.3234 -3.9180
H -1.8598 2.6111 -2.6445
H -1.0865 2.7889 -4.8626
C -0.6741 1.4621 0.5469
C -0.6687 0.6497 -0.6613
N -0.6485 0.0177 -1.6210
H -1.0834 2.4468 0.3601
H -1.2685 1.0090 1.3253
H 0.3428 1.6013 0.9445
C 1.1655 0.5367 -5.5970
C 1.6897 1.8984 -5.6721
N 2.0998 2.9683 -5.7315
H 1.9665 -0.2028 -5.6061
H 0.5876 0.3787 -4.6850
H 0.5082 0.3134 -6.4378
C 4.1240 2.6677 1.8408
C 2.6852 2.8408 1.6859
N 1.5499 2.9776 1.5620
H 4.5934 3.5699 2.2317
H 4.3584 1.8589 2.5250
H 4.6050 2.4359 0.8901
C 2.1127 -1.3217 0.3781
C 3.3956 -0.7437 0.7688
N 4.4063 -0.2961 1.0799
H 1.9585 -1.2483 -0.6991
H 2.0568 -2.3773 0.6454
H 1.2745 -0.8187 0.8643
C -4.0872 4.8226 -0.4937
C -3.6410 3.5809 0.1291
N -3.2913 2.6036 0.6181
H -4.1476 4.7259 -1.5784
H -5.0736 5.1170 -0.1356
H -3.4049 5.6454 -0.2805
C -2.7800 -1.5523 3.1878
C -1.4805 -1.1807 2.6408
N -0.4572 -0.8806 2.2160
H -3.2602 -2.3259 2.5871
H -2.6881 -1.9350 4.2051
H -3.4578 -0.7004 3.2217
C 2.9492 2.2020 5.6057
C 4.2614 2.5474 5.0685
N 5.2916 2.8186 4.6427
H 2.4562 1.4481 4.9904
H 3.0284 1.8028 6.6169
H 2.2960 3.0739 5.6446
C -0.8981 -3.6273 -2.2208
C 0.1207 -4.6150 -2.5629
N 0.9212 -5.3911 -2.8315
H -1.2184 -3.7292 -1.1838
H -0.5275 -2.6091 -2.3497
H -1.7825 -3.7347 -2.8486
C -1.9030 1.2613 5.7456
C -3.2135 0.6256 5.6590
N -4.2414 0.1211 5.5854
H -1.8186 2.0919 5.0442
H -1.7190 1.6536 6.7459
H -1.1055 0.5532 5.5165
C 0.5161 -1.7077 -9.4444
C -0.2866 -2.0292 -8.2678
N -0.9184 -2.2833 -7.3439
H 1.2824 -0.9680 -9.2114
H 1.0201 -2.5924 -9.8331
H -0.1010 -1.3013 -10.2455
C 3.8289 -7.0280 -4.2105
C 4.5848 -8.0470 -4.9339
N 5.1783 -8.8474 -5.5020
H 2.7552 -7.1944 -4.2914
H 4.0788 -7.0250 -3.1501
H 4.0343 -6.0305 -4.5979
C -2.9001 -5.1891 6.0076
C -2.4279 -3.8160 6.1441
N -2.0547 -2.7373 6.2628
H -2.0734 -5.8739 5.8204
H -3.4051 -5.5236 6.9134
H -3.6038 -5.2853 5.1801
C -2.1575 -2.5833 9.8404
C -1.9631 -4.0099 9.6044
N -1.8131 -5.1297 9.4057
H -1.7855 -1.9921 9.0034
H -3.2130 -2.3438 9.9693
H -1.6326 -2.2554 10.7378
C 5.3603 4.7808 -1.8648
C 5.7887 3.5290 -1.2480
N 6.1220 2.5428 -0.7653
H 5.2693 4.6782 -2.9461
H 4.3903 5.0988 -1.4819
H 6.0718 5.5827 -1.6680